1.
ORCA calculation (ωB97M-V/def2-TZVPD) on C39H42CrNO5P2S2 as an isolated structure.

```
! RIJCOSX wB97M-V def2-TZVPD def2/J DEFGRID3
* xyz 0 4
Cr 0.6160 -0.3740 -0.2265
O 1.0567 0.2245 1.5266
C 2.1227 0.3751 2.1456
C 3.4178 0.1565 1.6212
C 4.5412 0.3849 2.4275
C 5.8010 0.2873 1.9017
C 5.9901 -0.0258 0.5386
C 4.9168 -0.2672 -0.2655
C 3.5880 -0.2200 0.2429
O 2.6110 -0.5164 -0.5205
N 6.9503 0.5395 2.7454
O 6.7553 0.7725 3.9261
O 8.0531 0.5038 2.2294
H 2.0391 0.7232 3.1813
H 4.4282 0.6427 3.4730
H 7.0002 -0.0736 0.1584
H 5.0435 -0.5046 -1.3129
S -1.3545 -0.0509 3.5959
P -2.1479 0.6780 1.9580
S -1.6897 0.0538 0.0335
C -3.9643 0.4942 2.0206
C -4.7373 0.1297 0.9256
C -6.1193 0.0903 1.0455
C -6.7246 0.4163 2.2489
C -5.9525 0.7693 3.3479
C -4.5729 0.8097 3.2337
C -1.9426 2.4894 1.8279
C -1.0561 3.1714 2.6473
C -0.9324 4.5504 2.5306
C -1.6981 5.2397 1.6037
C -2.5741 4.5527 0.7720
C -2.6942 3.1777 0.8781
H -4.2579 -0.1230 -0.0104
H -6.7288 -0.1778 0.1916
H -7.8036 0.3925 2.3367
H -6.4261 1.0250 4.2869
H -3.9491 1.0732 4.0787
H -0.4848 2.6195 3.3840
H -0.2422 5.0849 3.1709
H -1.6202 6.3170 1.5295
H -3.1695 5.0894 0.0443
H -3.3623 2.6302 0.2252
C -0.4895 -2.0174 -3.7645
C 0.9790 -1.7662 -4.1228
C 1.9076 -2.6327 -3.2644
C 1.3920 -0.3004 -4.0866
C 2.1305 0.1781 -5.1620
C 2.5186 1.5003 -5.2531
C 2.1083 2.3831 -4.2699
C 1.3858 1.9643 -3.1625
C 0.9064 3.0319 -2.1901
C 1.5202 2.9197 -0.7902
C -0.6248 3.0724 -2.1460
C 1.0788 0.5854 -3.0284
O 0.4836 0.1383 -1.9165
H -0.7136 -3.0809 -3.8811
H -1.1509 -1.4577 -4.4271
H -0.7084 -1.7250 -2.7397
H 1.1104 -2.0837 -5.1613
H 1.8076 -2.3755 -2.2145
H 2.9469 -2.4733 -3.5547
H 1.6675 -3.6913 -3.3951
H 2.4029 -0.5156 -5.9501
H 3.1077 1.8459 -6.0925
H 2.3497 3.4356 -4.3662
H 1.2408 3.9895 -2.5996
H 1.2003 2.0117 -0.2823
H 1.2117 3.7644 -0.1705
H 2.6103 2.9142 -0.8534
H -1.0317 2.1473 -1.7470
H -1.0222 3.2154 -3.1526
H -0.9680 3.8952 -1.5154
C 1.2996 -2.9044 2.3516
P 0.4200 -2.6060 0.7828
C 1.0566 -3.9780 -0.2493
C -1.2705 -3.2233 1.0827
C -2.1221 -3.3515 -0.0161
C -3.4249 -3.7830 0.1496
C -3.9020 -4.0790 1.4200
C -3.0626 -3.9574 2.5137
C -1.7509 -3.5318 2.3484
H 0.9298 -2.2300 3.1213
H 2.3651 -2.7251 2.1974
H 1.1477 -3.9391 2.6574
H 0.8593 -4.9212 0.2585
H 2.1293 -3.8523 -0.4012
H 0.5653 -3.9742 -1.2214
H -1.7667 -3.0817 -1.0042
H -4.0734 -3.8744 -0.7126
H -4.9301 -4.3891 1.5550
H -3.4283 -4.1833 3.5070
H -1.1247 -3.4191 3.2205
*
```

As for the orbital gap (spin up / spin down): 6.93 / 6.77 eV. Its expectation value of S² is 3.79. The calculation puts the total energy at -4465.90839 Eh. Its energy above the lowest of the compared OMol25 structures with the same formula, charge and spin is 45.28 kJ/mol.

***

2.
ORCA calculation (ωB97M-V/def2-TZVPD) on C39H42F2N4O4RbS as an isolated structure.

```
! RIJCOSX wB97M-V def2-TZVPD def2/J DEFGRID3
* xyz -1 1
Rb -0.4301 -1.3124 0.1231
C -5.4173 1.8343 4.9089
C -4.0977 2.6163 4.8467
C -4.3834 4.0774 4.4700
C -3.4521 2.5715 6.2323
C -3.1846 2.0171 3.7820
C -1.8659 1.6681 4.0175
C -1.1136 1.1421 2.9764
N -1.5700 0.9421 1.7499
C -2.8454 1.2744 1.5058
C -3.6600 1.8155 2.4879
C -3.3597 0.9968 0.1191
C -4.6869 1.2091 -0.2313
C -5.1434 0.8998 -1.5092
C -4.2131 0.3854 -2.4003
C -2.9045 0.2067 -1.9741
N -2.4807 0.4989 -0.7548
C -6.6123 1.1147 -1.8617
C -6.9182 0.7224 -3.3073
C -7.4789 0.2549 -0.9307
C -6.9682 2.5954 -1.6728
H -6.0555 2.2595 5.6869
H -5.2248 0.7882 5.1485
H -5.9674 1.8869 3.9682
H -5.0399 4.5329 5.2152
H -4.8709 4.1475 3.4962
H -3.4576 4.6544 4.4265
H -4.1499 2.9788 6.9670
H -2.5420 3.1727 6.2715
H -3.2152 1.5454 6.5151
H -1.4175 1.7488 4.9958
H -0.0849 0.8491 3.1567
H -4.6803 2.0811 2.2533
H -5.3802 1.6009 0.4988
H -4.4796 0.1099 -3.4099
H -2.1572 -0.1979 -2.6499
H -6.7140 -0.3342 -3.4862
H -6.3339 1.3125 -4.0154
H -7.9751 0.8996 -3.5140
H -7.2279 -0.8014 -1.0399
H -8.5354 0.3876 -1.1740
H -7.3359 0.5271 0.1155
H -6.3595 3.2245 -2.3247
H -6.8059 2.9199 -0.6447
H -8.0196 2.7609 -1.9177
F 2.1436 -2.2461 -5.5525
C 2.4063 -1.8701 -4.2647
C 1.4077 -1.3290 -3.4830
C 1.6318 -0.9090 -2.1596
C 2.9632 -1.0589 -1.6936
C 3.9269 -1.6579 -2.5013
F 5.1874 -1.9190 -2.0223
C 3.6889 -2.0743 -3.7946
C 3.3391 -0.5358 -0.3448
C 4.5960 0.0405 -0.1094
C 4.9081 0.5401 1.1381
C 3.9633 0.4609 2.1512
C 2.7413 -0.1011 1.8328
N 2.4208 -0.5756 0.6314
H 0.4211 -1.2527 -3.9363
H 4.4603 -2.5437 -4.3870
H 5.3131 0.1015 -0.9129
H 5.8769 0.9902 1.3191
H 4.1579 0.8273 3.1500
H 1.9708 -0.1783 2.5956
C -2.4515 -7.2985 7.4280
C -2.4727 -5.8844 6.9110
C -1.8582 -5.5519 5.7100
C -1.8832 -4.2525 5.2225
C -2.5375 -3.2739 5.9556
C -3.1701 -3.5834 7.1529
C -3.1289 -4.8842 7.6256
S -2.5486 -1.5966 5.3736
O -3.7168 -0.9718 5.9442
O -1.2565 -1.0257 5.6368
N -2.7202 -1.6792 3.7770
C -3.9306 -2.2996 3.2205
C -3.7616 -2.4104 1.7127
C -2.5023 -3.1534 1.2149
O -2.4633 -3.3828 0.0004
O -1.5701 -3.3661 2.0513
H -1.8287 -7.9368 6.8030
H -3.4586 -7.7200 7.4432
H -2.0647 -7.3372 8.4475
H -1.3561 -6.3205 5.1346
H -1.4291 -4.0215 4.2652
H -3.6912 -2.8061 7.6948
H -3.6195 -5.1295 8.5609
H -1.9108 -2.1303 3.3072
H -4.7855 -1.6737 3.4813
H -4.0929 -3.2962 3.6491
H -3.7011 -1.4112 1.2739
H -4.6263 -2.8914 1.2543
*
```

As for the orbital gap: 5.94 eV. The calculation puts the total energy at -2653.45096 Eh. Its energy above the lowest of the compared OMol25 structures with the same formula, charge and spin is 0.00 kJ/mol.